# 1
{"formula": "C4H10O", "method": "the ωB97M-V functional and the def2-TZVPD basis", "species": ["C", "C", "O", "C", "C", "H", "H", "H", "H", "H", "H", "H", "H", "H", "H"], "xyz": [[-2.114, -0.511, -0.078], [-1.171, 0.686, -0.067], [0.075, 0.180, -0.687], [0.973, 0.018, 0.362], [2.344, -0.183, -0.243], [-1.689, -1.596, 0.413], [-2.662, -0.854, -1.205], [-3.102, -0.068, 0.493], [-0.960, 1.108, 0.943], [-1.616, 1.562, -0.619], [1.231, 1.070, 0.915], [0.793, -0.805, 1.129], [3.059, -0.304, 0.556], [2.358, -1.044, -0.933], [2.480, 0.742, -0.979]], "forces_ev_per_a": [[-3.84, -1.76, -0.10], [0.18, -0.77, -1.29], [-1.44, 1.35, 1.63], [2.83, 1.70, 1.27], [-0.52, 0.92, -2.66], [-1.19, 3.47, -1.19], [2.20, 1.27, 3.16], [2.23, -1.69, -0.96], [-0.13, -0.75, -0.56], [0.63, -1.04, 0.01], [-1.48, -2.22, -0.62], [-0.51, 1.01, -0.90], [0.58, 0.24, -0.11], [0.11, 0.05, 0.47], [0.33, -1.79, 1.85]], "smiles": "CCOCC", "orbital_gap_ev": 10.92, "charge": 0}



# 2
{"formula": "C48H65AsBr2CaIN8OS5Si", "method": "the ωB97M-V functional and the def2-TZVPD basis", "species": ["Ca", "C", "N", "C", "N", "C", "N", "C", "C", "C", "C", "C", "C", "C", "N", "N", "C", "O", "C", "C", "C", "C", "C", "C", "N", "C", "N", "C", "N", "C", "H", "H", "H", "H", "H", "H", "H", "H", "H", "H", "H", "H", "H", "H", "H", "H", "Br", "C", "C", "C", "C", "C", "C", "I", "H", "H", "H", "H", "C", "S", "C", "C", "S", "S", "C", "S", "S", "H", "H", "H", "C", "C", "C", "C", "Si", "Br", "C", "C", "C", "C", "C", "C", "C", "C", "H", "H", "H", "H", "H", "H", "H", "H", "H", "H", "H", "H", "H", "H", "H", "H", "H", "H", "H", "H", "H", "H", "H", "H", "H", "H", "H", "C", "C", "As", "C", "C", "C", "C", "H", "H", "H", "H", "H", "H", "H", "H", "H", "H", "H", "H", "H", "H", "H"], "xyz": [[-0.581, 0.199, 0.389], [1.585, 0.435, 5.893], [0.654, 0.343, 4.769], [0.908, 0.095, 3.491], [-0.211, 0.171, 2.781], [-1.145, 0.501, 3.724], [-0.658, 0.615, 4.933], [2.222, 1.796, 6.006], [1.937, 2.620, 7.084], [2.530, 3.874, 7.185], [3.395, 4.316, 6.201], [3.677, 3.493, 5.112], [3.098, 2.236, 5.022], [4.555, 3.983, 4.051], [5.247, 5.065, 4.019], [5.828, 5.118, 2.753], [5.437, 4.064, 2.133], [4.634, 3.276, 2.894], [5.703, 3.673, 0.749], [6.448, 4.524, -0.061], [6.681, 4.178, -1.381], [6.180, 2.988, -1.889], [5.445, 2.132, -1.078], [4.977, 0.813, -1.648], [3.808, 0.273, -0.967], [2.528, 0.559, -1.175], [1.770, -0.117, -0.321], [2.687, -0.815, 0.406], [3.930, -0.606, 0.051], [5.200, 2.479, 0.242], [2.333, -0.346, 5.757], [1.002, 0.202, 6.780], [1.890, -0.150, 3.120], [-2.184, 0.669, 3.492], [1.249, 2.284, 7.850], [2.305, 4.509, 8.031], [3.855, 5.293, 6.260], [3.342, 1.602, 4.177], [6.830, 5.448, 0.351], [7.253, 4.838, -2.019], [6.365, 2.725, -2.924], [5.752, 0.051, -1.563], [4.723, 0.917, -2.703], [2.184, 1.232, -1.943], [2.425, -1.517, 1.183], [4.632, 1.822, 0.887], [1.558, 0.204, -4.800], [0.284, 1.597, -4.883], [0.544, 2.667, -5.731], [-0.342, 3.730, -5.796], [-1.487, 3.735, -5.013], [-1.751, 2.671, -4.165], [-0.869, 1.600, -4.111], [-1.362, 0.023, -2.847], [1.440, 2.659, -6.335], [-0.133, 4.554, -6.464], [-2.180, 4.564, -5.061], [-2.646, 2.656, -3.556], [-5.907, 2.862, -1.188], [-4.958, 1.622, -2.103], [-4.763, 0.404, -0.856], [-3.893, 0.471, 0.173], [-2.759, 1.735, 0.568], [-3.930, -0.912, 1.244], [-5.138, -1.862, 0.425], [-5.595, -3.352, 0.926], [-5.765, -1.031, -0.948], [-6.078, 3.692, -1.872], [-5.332, 3.211, -0.332], [-6.865, 2.459, -0.869], [2.784, 5.301, -1.640], [1.449, 6.062, -1.539], [1.767, 7.549, -1.298], [0.781, 5.920, -2.916], [0.292, 5.416, -0.158], [0.480, 3.117, -0.467], [-1.557, 5.815, -0.409], [-2.386, 5.495, 0.844], [-1.718, 7.316, -0.711], [-2.181, 5.007, -1.558], [0.928, 5.692, 1.620], [0.341, 4.696, 2.635], [0.586, 7.121, 2.080], [2.450, 5.532, 1.679], [3.386, 5.782, -2.418], [2.633, 4.262, -1.938], [3.372, 5.306, -0.725], [2.315, 7.937, -2.162], [2.401, 7.698, -0.423], [0.876, 8.166, -1.177], [1.499, 6.225, -3.683], [-0.101, 6.549, -3.033], [0.496, 4.886, -3.127], [-2.119, 6.113, 1.701], [-2.318, 4.446, 1.129], [-3.438, 5.697, 0.616], [-1.299, 7.951, 0.072], [-2.786, 7.544, -0.774], [-1.268, 7.607, -1.660], [-2.203, 3.941, -1.328], [-1.673, 5.151, -2.510], [-3.219, 5.335, -1.683], [-0.735, 4.787, 2.757], [0.802, 4.889, 3.610], [0.565, 3.662, 2.365], [-0.486, 7.287, 2.180], [0.985, 7.885, 1.410], [1.035, 7.289, 3.064], [2.766, 4.546, 1.330], [2.767, 5.649, 2.719], [2.980, 6.290, 1.102], [-0.816, -3.665, 2.323], [-0.028, -3.877, 1.035], [-0.635, -2.659, -0.372], [-2.336, -3.487, -0.856], [-2.268, -4.897, -1.424], [0.512, -3.114, -1.903], [1.254, -4.442, -1.818], [-0.482, -4.354, 3.100], [-1.883, -3.838, 2.174], [-0.703, -2.648, 2.707], [-0.140, -4.899, 0.673], [1.042, -3.714, 1.187], [-2.817, -2.808, -1.567], [-2.954, -3.463, 0.043], [-1.746, -4.929, -2.381], [-3.279, -5.273, -1.589], [-1.775, -5.593, -0.744], [1.215, -2.288, -2.023], [-0.144, -3.081, -2.775], [1.965, -4.456, -0.990], [1.821, -4.612, -2.735], [0.578, -5.286, -1.690]], "forces_ev_per_a": [[-0.02, 0.46, -0.21], [-0.04, -0.09, -0.01], [-0.07, 0.07, 0.05], [0.01, -0.15, -0.06], [0.19, 0.09, 0.18], [-0.07, 0.05, -0.06], [0.08, 0.00, 0.01], [-0.02, 0.03, 0.02], [0.01, 0.01, -0.01], [-0.01, -0.01, -0.01], [0.00, 0.00, 0.01], [0.05, 0.06, -0.02], [-0.02, -0.01, 0.01], [-0.10, -0.12, 0.06], [0.08, 0.05, -0.19], [-0.09, 0.03, 0.20], [-0.03, -0.12, -0.15], [0.02, 0.11, 0.02], [0.01, 0.05, 0.06], [0.01, 0.01, -0.02], [-0.02, -0.01, 0.01], [0.00, 0.03, 0.01], [0.00, 0.00, -0.02], [-0.05, -0.05, 0.00], [0.04, -0.05, 0.00], [-0.14, 0.00, -0.07], [0.19, 0.13, 0.13], [-0.02, -0.09, -0.03], [0.01, 0.00, -0.03], [0.02, -0.01, -0.01], [0.01, 0.03, 0.00], [0.03, -0.01, 0.00], [0.01, 0.02, -0.01], [0.00, -0.01, -0.02], [-0.01, 0.00, 0.01], [0.00, 0.00, 0.00], [0.01, 0.00, -0.01], [-0.01, 0.00, -0.01], [0.00, 0.00, 0.01], [0.00, 0.00, 0.00], [0.00, -0.01, -0.01], [0.00, 0.01, 0.01], [0.01, 0.02, 0.00], [0.01, 0.00, 0.03], [0.00, 0.01, 0.02], [0.00, 0.00, 0.01], [0.05, -0.07, -0.03], [0.02, 0.21, 0.01], [0.04, -0.03, 0.01], [-0.03, 0.00, -0.01], [0.02, -0.04, -0.01], [-0.02, 0.00, -0.12], [0.01, 0.10, 0.16], [-0.10, -0.22, 0.00], [0.00, 0.00, -0.01], [0.00, 0.00, 0.00], [0.00, 0.00, 0.00], [0.01, 0.01, 0.03], [0.03, 0.07, 0.04], [-0.04, -0.02, 0.00], [0.08, 0.01, -0.03], [0.15, 0.06, 0.05], [-0.33, 0.06, 0.03], [0.00, -0.02, 0.07], [0.02, -0.01, 0.03], [0.01, 0.02, -0.02], [-0.05, -0.05, -0.05], [0.00, -0.01, -0.01], [0.01, -0.01, 0.00], [0.00, -0.02, -0.01], [-0.01, -0.02, -0.01], [0.02, 0.03, -0.03], [0.00, 0.01, -0.02], [0.01, -0.01, -0.01], [-0.02, -0.07, 0.01], [0.00, -0.11, 0.03], [-0.03, -0.01, -0.03], [0.01, 0.03, 0.00], [-0.03, 0.02, 0.01], [0.01, 0.05, 0.00], [-0.03, 0.03, 0.03], [0.03, -0.01, 0.00], [-0.01, 0.00, 0.03], [0.04, 0.01, -0.01], [0.02, -0.01, -0.01], [-0.01, 0.00, 0.00], [-0.01, 0.01, 0.01], [0.01, 0.01, 0.00], [0.00, 0.00, 0.02], [-0.01, -0.02, -0.01], [0.00, 0.01, -0.01], [0.00, 0.00, 0.02], [0.01, 0.00, 0.01], [0.00, -0.01, -0.01], [0.01, -0.04, 0.01], [-0.01, 0.00, 0.01], [0.01, 0.00, 0.01], [0.00, 0.01, 0.00], [0.00, -0.01, 0.00], [0.00, -0.04, -0.02], [0.00, -0.01, 0.03], [-0.01, 0.01, 0.00], [-0.03, 0.01, -0.02], [-0.01, 0.00, 0.01], [0.02, 0.00, 0.00], [0.01, -0.01, -0.01], [0.01, 0.00, -0.02], [0.00, 0.01, 0.00], [0.01, -0.02, 0.01], [0.04, -0.02, 0.03], [0.00, 0.00, -0.01], [-0.03, 0.00, 0.02], [0.00, -0.04, -0.01], [-0.08, -0.36, -0.04], [-0.01, 0.03, -0.06], [-0.03, -0.02, -0.02], [0.03, 0.03, 0.00], [0.02, -0.02, -0.02], [0.00, 0.00, 0.00], [0.00, -0.01, -0.01], [0.02, 0.00, -0.01], [0.02, 0.00, 0.01], [-0.01, 0.02, 0.02], [-0.02, 0.00, 0.01], [0.02, -0.02, 0.00], [0.02, 0.01, 0.00], [0.00, 0.00, -0.01], [0.00, 0.01, 0.02], [0.00, 0.00, 0.00], [0.01, -0.03, -0.01], [-0.01, 0.01, 0.01], [0.01, -0.01, 0.00], [-0.01, 0.01, 0.00]], "orbital_gap_ev": 7.34, "charge": 1}



# 3
{"formula": "CFNO3", "method": "the ωB97M-V functional and the def2-TZVPD basis", "species": ["C", "N", "O", "O", "O", "F"], "xyz": [[-1.355, -0.080, -0.161], [1.535, -0.036, -0.078], [-2.219, 0.588, 0.183], [2.664, -0.162, 0.178], [0.761, 0.943, -0.081], [-1.207, -1.425, -0.060]], "forces_ev_per_a": [[0.85, -1.13, -1.18], [-2.47, 2.35, -0.16], [-1.43, 0.68, 0.81], [0.74, 0.02, 0.15], [2.52, -2.16, 0.12], [-0.21, 0.25, 0.26]], "orbital_gap_ev": [10.33, 7.05], "charge": 0}



| no. | largest force on an atom (eV/Å) | calculated total energy (eV) |
| --- | --- | --- |
| 1 | 4.224 | -6354.9942 |
| 2 | 0.505 | -354317.3719 |
| 3 | 3.411 | -11380.9878 |